(1)
{
  "formula": "C14H20Cl3GeMnN6S",
  "method": "ωB97M-V/def2-TZVPD",
  "species": ["Mn", "N", "C", "C", "N", "C", "C", "N", "H", "H", "H", "H", "H", "H", "H", "H", "H", "H", "H", "H", "H", "N", "C", "C", "C", "C", "C", "C", "N", "C", "C", "C", "S", "C", "N", "H", "H", "H", "H", "H", "H", "H", "Cl", "Ge", "Cl", "Cl"],
  "coordinates": [[0.982772, 0.694175, 0.063053], [1.158799, 2.804552, -0.629636], [1.703613, 3.525086, 0.549825], [0.782384, 3.294276, 1.732522], [0.554020, 1.848725, 2.006586], [1.410121, 1.284236, 3.085797], [2.753867, 0.807315, 2.562537], [2.529019, -0.153347, 1.450226], [1.776002, 2.927244, -1.427409], [0.284382, 3.245895, -0.904592], [1.798749, 4.595606, 0.366338], [2.705529, 3.140007, 0.742024], [-0.187964, 3.743537, 1.510822], [1.172764, 3.802629, 2.616093], [-0.403229, 1.766575, 2.328608], [0.874635, 0.436452, 3.518728], [1.558941, 2.014084, 3.883860], [3.319445, 0.355593, 3.377705], [3.347847, 1.638028, 2.182833], [2.165158, -1.019946, 1.843641], [3.417697, -0.413644, 1.031687], [-0.424296, -2.651321, -2.014796], [-1.556386, -2.632980, -1.216523], [-2.633518, -3.510220, -1.118078], [-3.589995, -3.206621, -0.174137], [-3.493213, -2.049630, 0.621947], [-2.414996, -1.179471, 0.516451], [-1.418826, -1.505581, -0.405992], [-0.196668, -0.894551, -0.688287], [0.345884, -1.606308, -1.666686], [1.619182, -1.232046, -2.274904], [2.270742, -1.811629, -3.319674], [3.671995, -0.926440, -3.696661], [3.315221, 0.164726, -2.442713], [2.227807, -0.100733, -1.768437], [-0.197304, -3.349480, -2.706687], [-2.704144, -4.403108, -1.725093], [-4.422088, -3.882593, -0.028082], [-4.232618, -1.885566, 1.394990], [-2.314519, -0.329586, 1.180670], [2.004068, -2.690984, -3.885303], [3.967494, 0.999677, -2.227790], [-6.806309, -0.436396, 0.776976], [-5.799356, -0.459349, -1.007280], [-6.030589, -2.008005, -2.322760], [-4.892120, 1.251121, -1.692398]],
  "atomic_forces_ev_per_a": [[0.5, 0.1, 0.0], [0.0, 0.0, 0.0], [0.0, 0.0, 0.0], [0.0, 0.0, 0.0], [0.0, 0.0, 0.0], [0.0, 0.0, 0.0], [0.0, 0.0, 0.0], [-0.1, 0.0, 0.1], [0.0, 0.0, 0.0], [0.0, 0.0, 0.0], [0.0, 0.0, 0.0], [0.0, 0.0, 0.0], [0.0, 0.0, 0.0], [0.0, 0.0, 0.0], [0.0, 0.0, 0.0], [0.0, 0.0, 0.0], [0.0, 0.0, 0.0], [0.0, 0.0, 0.0], [0.0, 0.0, 0.0], [0.0, 0.0, 0.0], [0.0, 0.0, 0.0], [0.0, -0.1, 0.0], [-0.1, -0.1, -0.1], [0.1, 0.0, -0.1], [-0.1, 0.0, 0.0], [-0.1, 0.2, -0.1], [0.2, -0.1, -0.1], [-0.1, 0.1, 0.2], [-0.3, 0.0, -0.2], [0.1, 0.1, 0.1], [0.0, 0.1, 0.0], [0.0, 0.0, 0.0], [0.0, 0.0, 0.0], [0.1, -0.1, 0.0], [-0.2, 0.0, 0.0], [0.0, 0.0, 0.0], [0.0, 0.0, 0.0], [0.0, 0.0, 0.0], [0.0, 0.0, 0.1], [0.0, 0.0, 0.0], [0.0, 0.0, 0.0], [0.0, 0.0, 0.0], [0.0, 0.0, 0.0], [0.0, -0.2, 0.1], [-0.1, -0.1, -0.1], [0.1, 0.0, 0.0]],
  "s2": 8.753,
  "total_charge": 3,
  "fmax_ev_per_a": 0.50,
  "orbital_gap_ev": [6.99, 7.02],
  "spin_multiplicity": 6
}

---

(2)
{
  "formula": "CH2N2OS",
  "method": "ωB97M-V/def2-TZVPD",
  "species": ["N", "C", "S", "N", "O", "H", "H"],
  "coordinates": [[2.423168, -0.643273, -0.063731], [1.361173, -0.252603, 0.116086], [-0.251488, 0.367732, 0.187313], [-1.101027, -0.769964, -0.413315], [-0.107797, 1.754565, -0.178006], [-0.498781, 0.245673, 1.472048], [-1.825246, -0.702132, -1.120392]],
  "atomic_forces_ev_per_a": [[0.3, -0.1, 0.1], [0.4, -0.3, 0.1], [-2.1, -1.5, -2.4], [1.2, 1.8, 1.0], [-0.5, -0.6, 0.2], [0.2, 0.2, 1.1], [0.4, 0.5, 0.1]],
  "fmax_ev_per_a": 3.52,
  "orbital_gap_ev": 10.84,
  "spin_multiplicity": 1
}

---

(3)
{
  "formula": "C19H43IrOP3SSe",
  "method": "ωB97M-V/def2-TZVPD",
  "species": ["Ir", "P", "P", "P", "H", "C", "C", "H", "C", "C", "C", "C", "C", "C", "C", "C", "C", "H", "H", "H", "H", "H", "H", "H", "H", "H", "H", "H", "H", "H", "H", "H", "H", "H", "H", "H", "H", "H", "H", "H", "H", "H", "H", "H", "H", "H", "C", "C", "C", "C", "C", "C", "Se", "H", "H", "H", "H", "H", "H", "C", "S", "C", "O", "H", "H", "H", "H", "H", "H"],
  "coordinates": [[-0.093557, 0.006185, -1.134490], [0.236247, 1.726464, 0.502772], [-2.385189, 0.147133, -1.050592], [2.107742, -0.557114, -1.359679], [-1.703931, -2.805235, -4.893058], [-0.971472, -3.397873, -4.342265], [-0.605024, -3.263171, -3.065627], [-1.073555, -2.558950, -2.375517], [0.299400, 3.509947, 0.038916], [-0.942855, 1.771448, 1.908290], [1.765726, 1.666872, 1.510877], [-3.118366, -0.729608, -2.462721], [-2.943886, -0.804638, 0.387816], [-3.248389, 1.765235, -1.015831], [2.313320, -1.784184, -2.682816], [2.714050, -1.336807, 0.158275], [3.141407, 0.876516, -1.816664], [-0.628676, -4.296867, -4.847116], [0.070412, -3.951019, -2.533219], [0.546493, 4.050403, 0.970097], [-0.659602, 3.887491, -0.345031], [1.085167, 3.713790, -0.703070], [-0.715655, 2.705224, 2.450415], [-0.742861, 0.913663, 2.562504], [-1.995056, 1.772956, 1.598010], [1.725463, 2.567584, 2.137687], [2.671165, 1.699508, 0.899932], [1.757111, 0.777589, 2.149077], [-4.192163, -0.509030, -2.521843], [-2.987554, -1.811228, -2.350120], [-2.636022, -0.412910, -3.391784], [-4.033942, -0.908972, 0.381124], [-2.641086, -0.344094, 1.329939], [-2.495796, -1.804605, 0.335696], [-4.335848, 1.594663, -1.034852], [-2.986438, 2.356073, -1.902129], [-3.011880, 2.353168, -0.121018], [3.384220, -1.908644, -2.894174], [1.784006, -1.452014, -3.585981], [1.863588, -2.734143, -2.368076], [3.691797, -1.792779, -0.044063], [1.987139, -2.094891, 0.484717], [2.806072, -0.598727, 0.959118], [4.073665, 0.491796, -2.257909], [3.374419, 1.498057, -0.943545], [2.602869, 1.487152, -2.557671], [0.264989, 1.046268, -4.556122], [0.020196, -0.299489, -4.841841], [0.552820, -0.859205, -5.991594], [1.215441, -0.042437, -6.918738], [1.333181, 1.344841, -6.702947], [0.837841, 1.906049, -5.521599], [-0.226459, 1.739618, -2.851479], [-0.186316, -1.375081, -2.039166], [-0.534927, -0.884579, -4.105805], [0.430028, -1.924120, -6.130532], [1.645896, -0.516382, -7.811381], [1.803009, 1.958035, -7.464509], [0.890586, 2.981624, -5.305984], [-1.550605, -3.563834, 3.160903], [-0.611216, -2.020209, 2.937376], [0.122257, -1.932598, 4.582720], [0.498931, -2.328350, 1.972146], [-2.186542, -3.396829, 4.038006], [-0.830604, -4.376540, 3.317181], [-2.152742, -3.710633, 2.255859], [-0.496288, -1.211530, 5.133819], [1.151299, -1.571961, 4.491381], [0.084346, -2.947874, 5.009410]],
  "atomic_forces_ev_per_a": [[0.9, 1.1, 1.9], [-0.6, 1.6, 1.2], [-2.3, -0.1, -0.9], [1.2, -1.2, -2.1], [0.1, 0.0, 0.4], [0.1, -0.9, 0.5], [-0.5, -0.4, 0.3], [-0.1, -0.3, -0.5], [-0.1, -0.1, -0.1], [0.1, 0.2, -0.2], [0.1, -0.3, -0.2], [-0.1, 0.0, 0.0], [0.3, -0.3, 0.4], [0.3, 0.0, 0.1], [0.4, 0.1, 0.1], [-0.4, 0.1, 0.4], [0.0, 0.0, 0.0], [0.2, 0.3, -0.3], [-0.3, 0.1, -0.7], [-0.1, -0.1, -0.4], [0.3, -0.2, 0.1], [-0.2, -0.1, 0.2], [-0.3, -0.4, 0.0], [-0.1, 0.2, -0.1], [0.4, 0.1, 0.2], [0.1, -0.3, -0.1], [-0.1, 0.0, 0.3], [0.1, 0.2, -0.1], [0.2, 0.0, 0.0], [0.0, 0.2, 0.0], [-0.2, 0.0, 0.1], [0.0, 0.1, -0.1], [-0.1, 0.1, -0.1], [-0.1, 0.1, -0.1], [0.3, -0.1, 0.0], [-0.1, -0.2, 0.1], [0.0, -0.1, -0.2], [-0.2, -0.1, 0.0], [0.3, -0.1, 0.3], [0.3, 0.3, 0.0], [-0.1, 0.1, -0.1], [0.5, 0.2, -0.4], [0.1, -0.2, -0.2], [-0.2, 0.2, 0.2], [0.0, -0.2, -0.3], [0.3, -0.3, 0.2], [0.1, 0.2, 0.0], [0.0, -0.9, -0.5], [-1.2, -0.2, 1.7], [0.6, -0.2, -0.9], [-0.3, 1.1, 1.0], [0.7, 0.2, -1.2], [-0.1, 0.2, -0.5], [0.0, 0.8, 0.4], [0.4, 0.0, -0.4], [0.1, -0.1, -0.3], [-0.2, 0.4, 0.3], [0.0, 0.0, 0.1], [0.1, -0.5, -0.3], [-0.7, 0.3, -0.7], [1.1, -2.1, 0.9], [-0.1, 0.7, 0.3], [-0.7, 0.5, 0.1], [0.0, -0.1, -0.1], [0.0, 0.3, 0.0], [0.1, -0.1, 0.3], [0.2, -0.3, 0.2], [-0.2, 0.0, 0.0], [0.0, 0.4, -0.2]],
  "s2": 8.784,
  "total_charge": 4,
  "fmax_ev_per_a": 2.70,
  "orbital_gap_ev": [8.85, 4.05],
  "spin_multiplicity": 6
}

---

(4)
{
  "formula": "C32H48IrP2",
  "method": "ωB97M-V/def2-TZVPD",
  "species": ["Ir", "C", "C", "C", "C", "C", "C", "H", "H", "H", "C", "H", "H", "H", "C", "H", "H", "H", "C", "H", "H", "H", "C", "H", "H", "H", "C", "C", "C", "C", "C", "C", "C", "C", "H", "H", "H", "H", "H", "H", "H", "H", "H", "H", "H", "H", "P", "P", "C", "C", "H", "H", "H", "H", "C", "H", "H", "H", "C", "H", "H", "H", "C", "H", "H", "H", "C", "H", "H", "H", "C", "C", "C", "C", "C", "C", "C", "C", "H", "H", "H", "H", "H"],
  "coordinates": [[3.171635, -0.358168, -1.969567], [0.518804, -0.553773, -0.514367], [1.209299, -1.757458, -0.777380], [2.764540, -0.188734, 0.034816], [1.437012, 0.420796, -0.065246], [2.610713, -1.596024, -0.424729], [-0.971896, -0.437016, -0.430872], [-1.451210, -1.101636, -1.164223], [-1.345524, 0.580939, -0.608874], [-1.335192, -0.743398, 0.566062], [1.087289, 1.731320, 0.532164], [0.337040, 2.261956, -0.069083], [1.967289, 2.378333, 0.631509], [0.654539, 1.607046, 1.538212], [3.835959, 0.179489, 1.002775], [3.908935, -0.591933, 1.774560], [3.600836, 1.138283, 1.467539], [4.797140, 0.239790, 0.488650], [3.513620, -2.695144, 0.045304], [3.697219, -2.605190, 1.123116], [4.475557, -2.636986, -0.472715], [3.053563, -3.670775, -0.133810], [0.623698, -3.087433, -1.050747], [0.340649, -3.613069, -0.124944], [1.361383, -3.716360, -1.559293], [-0.267333, -3.010853, -1.679944], [-2.975114, 2.971761, -1.705100], [-3.232771, 1.750870, -2.238621], [-3.236690, 1.406090, -3.695836], [-1.821830, 1.279873, -4.355370], [-0.823647, 2.179754, -3.687228], [-0.821101, 3.526939, -3.888595], [-1.287746, 4.492756, -2.831197], [-2.778625, 4.239158, -2.514433], [-3.771702, 2.190741, -4.253030], [-1.894740, 1.592326, -5.412028], [-3.775834, 0.456221, -3.835631], [-3.331420, 4.200113, -3.462059], [-2.509214, 4.015190, 0.130619], [-3.549772, 0.979690, -1.533904], [-3.166117, 5.101319, -1.953836], [-0.697806, 4.383660, -1.899414], [-0.583974, 3.933760, -4.855625], [-1.147507, 5.514060, -3.208665], [-1.467903, 0.243741, -4.306715], [-0.263102, 1.742960, -2.838591], [1.638609, 1.052472, -4.445005], [5.067710, -0.080685, -2.850014], [3.173475, 0.096001, -4.635627], [4.285875, 0.981917, -4.130483], [3.346185, -0.220868, -5.669453], [2.915206, -0.831714, -4.024151], [5.024552, 1.265120, -4.888619], [3.945826, 1.885288, -3.593052], [6.499932, 0.902339, -2.343659], [6.636398, 0.766100, -1.269366], [6.351260, 1.960571, -2.585887], [7.392150, 0.548705, -2.868258], [5.804503, -1.421013, -3.853430], [6.893974, -1.302643, -3.850884], [5.439239, -1.380497, -4.885449], [5.561788, -2.386679, -3.400125], [2.200732, 2.494788, -5.541228], [1.335863, 3.097816, -5.831268], [2.692780, 2.124695, -6.453609], [2.904176, 3.136042, -5.006875], [0.847377, 0.264454, -5.943047], [0.417281, -0.693262, -5.646062], [1.593407, 0.098227, -6.731447], [0.058062, 0.899580, -6.359314], [-2.937884, 3.082969, -0.248117], [-3.442539, 2.089459, 0.492905], [-3.985614, 2.016695, 1.782822], [-4.011959, 3.155122, 2.651252], [-4.833017, 3.161671, 3.766405], [-5.600933, 2.031361, 4.092447], [-5.522391, 0.875799, 3.300313], [-4.702535, 0.848283, 2.181768], [-3.413095, 4.034489, 2.396242], [-4.899985, 4.055665, 4.390515], [-6.264673, 2.054318, 4.955685], [-6.122654, 0.000324, 3.550914], [-4.625074, -0.031846, 1.545285]],
  "atomic_forces_ev_per_a": [[-4.6, 0.3, -0.8], [0.3, 0.1, 0.2], [0.7, 0.0, 0.4], [0.3, -1.1, 0.0], [0.4, -0.4, 0.5], [0.4, 0.6, 1.0], [-0.3, 0.1, -0.5], [0.1, 0.2, 0.2], [0.2, -0.2, 0.1], [0.3, 0.1, -0.3], [-0.1, 0.6, -0.2], [0.1, -0.1, 0.1], [-0.2, -0.1, -0.1], [0.1, -0.1, -0.2], [0.0, 0.3, 0.2], [0.0, 0.2, 0.1], [0.3, -0.1, 0.1], [0.0, 0.1, 0.3], [-0.1, -0.2, 0.0], [0.0, -0.1, -0.2], [-0.1, -0.2, 0.2], [0.2, 0.1, 0.0], [-0.2, -0.3, -0.5], [0.1, 0.2, -0.1], [-0.2, 0.0, 0.0], [0.1, -0.1, 0.1], [-0.3, -0.8, -1.0], [-0.1, 0.7, 0.0], [-0.4, 0.0, -0.4], [-0.2, 0.3, 0.5], [0.3, -4.5, 0.9], [0.2, 4.1, 0.1], [-0.3, 0.0, -0.5], [0.2, 0.0, 0.3], [0.0, -0.3, 0.1], [-0.1, -0.4, 0.3], [0.1, 0.4, -0.1], [0.0, -0.1, 0.2], [-0.2, -0.2, 0.4], [0.5, -0.1, -0.2], [0.0, -0.3, 0.0], [-0.1, 0.0, -0.4], [0.4, 0.3, -0.3], [0.0, -0.2, 0.2], [-0.1, 0.1, 0.0], [-0.3, 0.3, -0.6], [-0.3, 1.0, -2.5], [2.6, 0.8, -1.2], [-0.6, -0.1, -0.3], [1.2, -0.4, 1.1], [0.0, -0.2, 0.3], [0.8, 0.0, -0.4], [-0.2, 0.0, 0.0], [0.1, -0.3, -0.4], [0.2, -0.1, 0.6], [0.3, 0.3, 0.0], [-0.1, -0.2, 0.2], [-0.1, 0.1, 0.1], [0.2, -0.3, 0.3], [-0.2, -0.1, -0.1], [0.0, -0.1, 0.3], [0.0, 0.1, -0.3], [0.0, 0.0, 0.7], [0.1, -0.1, 0.1], [-0.2, 0.0, 0.3], [-0.1, 0.1, -0.1], [-0.6, -0.3, 0.4], [-0.1, -0.1, -0.3], [-0.1, 0.1, 0.3], [0.1, -0.2, 0.2], [-0.3, -0.9, -0.1], [1.0, 1.8, -0.6], [-1.2, -0.5, 2.2], [-0.1, -0.5, -0.6], [-0.1, -0.3, 0.2], [0.2, -0.1, -0.4], [0.0, 0.3, 0.4], [0.5, 1.0, -0.4], [-0.3, -0.3, 0.0], [0.1, -0.3, -0.2], [0.2, 0.0, -0.2], [0.2, 0.2, 0.0], [-0.2, 0.2, 0.1]],
  "s2": 6.054,
  "total_charge": 1,
  "fmax_ev_per_a": 4.64,
  "orbital_gap_ev": [5.13, 5.50],
  "spin_multiplicity": 5
}

---

(5)
{
  "formula": "C7H12N2",
  "method": "ωB97M-V/def2-TZVPD",
  "species": ["C", "C", "C", "N", "C", "N", "C", "C", "C", "H", "H", "H", "H", "H", "H", "H", "H", "H", "H", "H", "H"],
  "coordinates": [[-2.919812, 1.741304, -0.152402], [-2.738504, 0.466404, 0.022000], [-3.208107, -0.851286, 0.038360], [-1.783196, -0.545472, 0.102438], [-0.659015, -1.142183, 0.090332], [0.661013, -0.768704, 0.031971], [1.083726, 0.454122, 0.250009], [2.516325, 0.825893, 0.226278], [3.406517, -0.284202, -0.226792], [-3.909152, 1.971142, -0.472345], [-2.147729, 2.469541, 0.142499], [-3.524894, -1.373398, -0.926776], [-3.631941, -1.241730, 1.044691], [-0.669654, -2.232635, -0.199249], [1.239429, -1.598529, 0.132355], [0.218901, 1.120722, 0.312652], [2.822219, 1.629114, -0.453152], [2.577507, 1.028585, 1.284743], [4.354203, 0.038732, -0.479707], [2.905065, -0.627900, -1.181150], [3.407094, -1.079516, 0.413236]],
  "atomic_forces_ev_per_a": [[1.1, 0.7, 0.8], [0.2, 1.4, -0.3], [-2.4, -3.6, -0.2], [2.6, 0.2, 1.1], [-1.9, -3.2, -1.9], [0.2, 1.2, 1.7], [0.2, 0.3, -1.9], [-0.9, -0.7, -0.3], [-2.9, -0.2, -2.5], [-0.6, 0.8, 0.1], [-0.6, -0.1, -0.8], [0.3, 0.6, 1.5], [0.6, 0.5, -1.9], [-0.7, 0.9, 0.9], [0.8, 0.3, -0.6], [0.7, 0.5, 0.3], [-1.0, 0.9, 0.8], [0.8, 1.0, 0.9], [2.0, 0.6, -0.2], [1.0, 0.0, 0.6], [0.5, -2.2, 1.8]],
  "total_charge": 2,
  "fmax_ev_per_a": 4.36,
  "orbital_gap_ev": 8.22,
  "spin_multiplicity": 1
}

---

(6)
{
  "formula": "C6H11N",
  "method": "ωB97M-V/def2-TZVPD",
  "species": ["C", "C", "C", "C", "C", "C", "H", "H", "H", "H", "H", "H", "H", "H", "H", "H", "H", "N"],
  "coordinates": [[2.030068, 0.072126, -0.040878], [-0.208521, -0.403955, 0.959890], [-0.599611, 1.070221, 0.783014], [-0.709812, 1.113074, -0.705951], [-0.320656, -0.352418, -0.999602], [-1.209407, -1.158089, 0.014377], [2.446125, -0.145608, 0.960383], [1.905799, 1.172666, -0.158297], [2.729935, -0.246603, -0.837734], [0.002153, -0.757187, 1.969145], [0.260201, 1.647997, 1.229920], [-1.513641, 1.360497, 1.280548], [-1.710132, 1.377729, -1.133200], [0.002668, 1.855082, -1.151791], [-0.093160, -0.715508, -1.984828], [-2.275630, -0.900625, 0.135362], [-1.015446, -2.199853, -0.010946], [0.766965, -0.642049, -0.051952]],
  "atomic_forces_ev_per_a": [[-0.2, 0.6, 0.2], [-1.4, -0.7, 1.0], [0.9, 0.5, 1.9], [0.1, 1.0, -2.3], [0.0, -0.6, 0.2], [-0.1, 2.0, 0.3], [0.2, 0.3, -0.6], [0.2, -0.4, 0.2], [-0.5, -0.2, 0.5], [0.0, 0.0, 0.0], [-1.0, -0.1, -0.6], [-0.2, 0.0, 0.3], [0.7, -0.3, 0.6], [-0.5, -0.7, 0.2], [-0.4, 0.1, -0.7], [0.4, -0.1, -0.3], [0.1, -0.9, -0.1], [1.6, -0.5, -1.0]],
  "fmax_ev_per_a": 2.48,
  "orbital_gap_ev": 9.70,
  "spin_multiplicity": 1
}

---

Across the entries above, energy relative to the best compared isomer or geometry (same formula, charge and spin) takes the values 0.0, 41.1, 0.0, 53.8, 66.0, 39.2 kcal/mol, respectively.